# 1
This record from OMol25 describes C5H11N in the gas phase at a distorted geometry. The level of theory is the ωB97M-V functional and the def2-TZVPD basis.

Structure (XYZ):
```
17
Properties=species:S:1:pos:R:3:mulliken_charge:R:1
C -2.301 -0.226 -1.881 -1.15
C -1.330 0.368 -0.881 0.06
C -0.897 -0.287 0.193 -0.49
C 0.150 0.261 1.096 -0.37
N 1.351 -0.608 1.087 -0.44
C 2.616 0.142 1.099 -0.83
H -3.186 -0.610 -1.352 0.31
H -1.876 -1.095 -2.361 0.28
H -2.643 0.528 -2.581 0.34
H -0.866 1.306 -1.189 0.26
H -1.384 -1.246 0.342 0.33
H -0.199 0.235 2.135 0.24
H 0.415 1.283 0.804 0.30
H 1.312 -1.094 0.190 0.28
H 2.531 1.141 0.680 0.30
H 3.353 -0.366 0.495 0.34
H 2.954 0.267 2.124 0.25
```

Output
ΔE to the lowest compared entry with this formula, charge and spin	1.251	eV
LUMO	1.20	eV
HOMO energy	-8.88	eV
orbital gap	10.08	eV
net charge	0



# 2
This record from OMol25 describes a molecular structure, C13H26F3O5S4SiSn. The level of theory is the ωB97M-V functional and the def2-TZVPD basis.

Structure (XYZ):
```
53
Properties=species:S:1:pos:R:3:mulliken_charge:R:1
Sn 0.170 -0.619 -1.261 0.81
C 2.893 2.986 0.920 -0.91
C 1.528 3.344 1.513 -0.38
S 0.199 2.942 0.362 -0.10
C -1.050 2.110 1.377 -0.24
C -0.605 1.137 2.467 -1.20
S 0.548 -0.184 1.998 0.47
C 2.086 0.270 2.830 -1.15
C 3.320 0.391 1.931 -0.80
S 3.158 1.287 0.380 0.02
H 3.686 3.276 1.615 0.42
H 3.049 3.570 0.010 0.40
H 1.532 4.410 1.752 0.45
H 1.359 2.814 2.444 -0.03
H -1.647 1.559 0.651 -0.14
H -1.702 2.851 1.847 0.54
H -1.510 0.632 2.806 0.49
H -0.182 1.660 3.326 0.55
H 2.302 -0.500 3.574 0.52
H 1.930 1.191 3.390 0.46
H 3.648 -0.603 1.621 0.34
H 4.140 0.818 2.515 0.50
F 0.924 0.470 -6.086 -0.24
C -0.084 -0.015 -5.348 0.61
F -0.540 0.970 -4.573 -0.23
F -1.071 -0.374 -6.180 -0.24
S 0.492 -1.456 -4.362 1.04
O 0.779 -2.452 -5.353 -0.62
O 1.616 -0.934 -3.599 -0.73
O -0.646 -1.736 -3.472 -0.77
C -3.591 -1.633 -1.015 -1.06
C -2.851 -1.039 0.172 0.43
O -3.482 -0.766 1.189 -0.71
O -1.583 -0.855 0.058 -0.30
H -4.444 -0.995 -1.248 0.36
H -3.986 -2.608 -0.730 0.28
H -2.966 -1.748 -1.899 0.09
C -0.517 -3.732 1.615 -0.87
Si 0.124 -3.963 -0.124 0.58
C -1.305 -4.341 -1.284 -0.78
C 1.233 -5.480 -0.113 -1.19
C 1.115 -2.482 -0.641 -0.38
H -1.152 -4.572 1.907 0.33
H -1.096 -2.814 1.703 0.18
H 0.309 -3.670 2.328 0.28
H -1.189 -5.335 -1.723 0.40
H -1.375 -3.633 -2.109 0.11
H -2.255 -4.322 -0.747 0.21
H 0.690 -6.363 0.235 0.28
H 2.093 -5.331 0.544 0.29
H 1.610 -5.693 -1.115 0.28
H 1.775 -2.724 -1.480 0.49
H 1.758 -2.209 0.206 -0.12
```

Output
ΔE to the lowest compared entry with this formula, charge and spin	0.257	eV
LUMO	2.20	eV
HOMO energy	-4.74	eV
orbital gap	6.93	eV
net charge	-1



# 3
This record from OMol25 describes a gas-phase ion, C5H8O (charge +1) at a distorted geometry. The level of theory is the ωB97M-V functional and the def2-TZVPD basis.

Structure (XYZ):
```
14
Properties=species:S:1:pos:R:3:mulliken_spin:R:1
C 2.045 -0.214 -1.584 0.05
C 0.708 0.136 -1.427 0.03
C -0.276 -0.408 -0.531 0.36
C -0.524 -0.038 0.795 0.26
O 0.481 0.699 1.368 0.18
C -1.816 -0.186 1.520 0.01
H 2.643 0.322 -2.288 0.00
H 2.563 -0.861 -0.779 0.00
H 0.525 1.006 -2.058 0.05
H -1.117 -0.976 -0.851 0.02
H 1.245 1.037 0.664 -0.01
H -1.697 0.499 2.403 0.00
H -2.772 0.299 1.048 0.02
H -2.007 -1.314 1.721 0.02
```

Output
ΔE to the lowest compared entry with this formula, charge and spin	1.810	eV
LUMO (alpha / beta)	-4.52 / -7.89	eV
HOMO energy (alpha / beta)	-15.06 / -15.09	eV
orbital gap (alpha / beta)	10.54 / 7.20	eV
multiplicity	2
net charge	+1